Record 1
A 7-piece molecular cluster, C11H36O12 overall in a non-equilibrium geometry, computed with ωB97M-V with the def2-TZVPD basis set.

**Energy relative to the best compared isomer or geometry (same formula, charge and spin)**: 50.0 kcal per mole
**Max |F|**: 2.69 eV Å⁻¹
**M**: 360.397 g mol⁻¹
**SMILES**: OCCO.OCCO.OCCO.OCCO.OCCO.CO.O
**E_LUMO**: 0.46 eV
**HOMO-LUMO gap**: 0.365 hartree
**Calculated total energy**: -1343.5015 hartree

Structure (XYZ):
```
59
Properties=species:S:1:pos:R:3:forces:R:3
O -1.739 3.996 0.229 -0.88 0.22 -0.25
C -1.963 3.858 -1.197 0.10 -0.25 -0.01
C -2.850 2.682 -1.508 -0.46 0.09 -0.38
O -4.156 3.048 -1.053 -0.69 -0.91 1.22
H -2.599 4.306 0.586 0.78 -0.34 -0.21
H -2.466 4.736 -1.592 0.09 0.30 0.05
H -1.004 3.733 -1.679 0.22 0.11 0.05
H -2.499 1.774 -1.022 0.06 -0.10 0.03
H -2.948 2.492 -2.594 0.47 0.16 0.42
H -4.454 2.407 -0.370 0.31 0.70 -0.86
O 0.806 -0.900 1.587 0.69 -0.20 -0.17
C 0.618 -0.072 2.718 -1.18 -0.70 0.71
C -0.443 0.993 2.579 -0.61 -0.21 -0.08
O -0.058 1.811 1.473 0.31 -0.67 0.31
H 0.082 -0.930 0.950 -0.64 0.47 0.14
H 0.314 -0.739 3.571 0.46 0.82 -0.44
H 1.535 0.446 2.947 0.62 -0.14 0.03
H -0.477 1.559 3.536 0.07 -0.16 -0.55
H -1.444 0.506 2.445 0.63 0.48 -0.20
H -0.615 2.576 1.382 -0.78 0.76 0.02
O -1.166 -4.075 4.432 -0.06 -0.06 0.29
C -0.595 -3.547 3.259 -0.21 0.78 -0.53
C -1.536 -3.613 2.073 0.11 0.43 0.99
O -2.743 -2.927 2.295 -0.62 0.49 -0.42
H -0.966 -5.011 4.482 -0.08 -0.12 0.02
H -0.287 -2.525 3.458 -0.37 0.19 0.14
H 0.313 -4.013 2.959 0.90 -0.84 -0.06
H -1.716 -4.661 1.874 -0.19 -0.42 -0.38
H -1.071 -3.116 1.231 0.27 -0.20 -0.33
H -2.983 -2.864 3.222 0.27 -0.37 0.21
O 0.309 -1.067 -2.616 -0.29 0.19 -1.06
C 0.614 -0.716 -4.000 -1.32 -0.48 0.49
C -0.315 0.308 -4.595 -1.56 -0.64 2.07
O -0.210 1.583 -4.072 0.82 1.22 1.13
H 0.855 -0.458 -2.109 0.46 0.09 0.40
H 1.619 -0.413 -4.010 1.46 0.69 -0.20
H 0.537 -1.571 -4.656 -0.07 -0.72 0.26
H -1.374 -0.027 -4.445 0.59 -0.23 -0.09
H -0.182 0.382 -5.622 0.50 -0.02 -2.07
H 0.095 1.556 -3.132 -0.66 -0.02 -0.78
O 0.336 1.868 -1.405 1.09 0.75 0.46
C 1.662 2.448 -1.213 0.47 -2.35 1.24
C 2.597 1.394 -0.497 -1.33 -0.38 -0.85
O 2.771 0.273 -1.367 0.15 -0.97 0.67
H -0.094 1.830 -0.533 0.21 -0.26 -0.11
H 2.067 2.641 -2.212 -0.16 0.23 0.31
H 1.691 3.300 -0.526 -0.48 0.28 -0.52
H 2.219 1.052 0.486 -0.23 0.41 -0.53
H 3.549 1.827 -0.342 1.18 0.88 0.26
H 3.147 -0.487 -0.838 -0.65 0.88 -0.71
C 3.961 -2.573 1.298 0.39 0.05 1.87
O 2.977 -2.197 0.398 -0.31 -0.10 -0.94
H 3.605 -3.162 2.206 0.09 0.66 -1.07
H 4.672 -3.197 0.788 0.32 -0.24 -0.27
H 4.495 -1.680 1.683 -0.06 -0.40 -0.02
H 2.234 -1.788 0.850 -0.36 0.24 0.41
O -1.608 -0.736 -0.344 0.91 0.68 0.08
H -2.099 -1.550 -0.325 -0.30 -0.52 -0.10
H -1.018 -0.771 -1.124 -0.42 -0.20 -0.06
```
Forces are in eV/Å.

Record 2
A 7-piece molecular cluster, C11H36O7 overall in a non-equilibrium geometry, computed with ωB97M-V with the def2-TZVPD basis set.

**Energy relative to the best compared isomer or geometry (same formula, charge and spin)**: 202.0 kcal per mole
**Max |F|**: 13.85 eV Å⁻¹
**M**: 280.402 g mol⁻¹
**SMILES**: CC(C)O.CC(C)O.CO.CO.CO.CO.CO
**E_LUMO**: 0.46 eV
**HOMO-LUMO gap**: 0.371 hartree
**Calculated total energy**: -966.9906 hartree

Structure (XYZ):
```
54
Properties=species:S:1:pos:R:3:forces:R:3
C -0.761 0.287 5.980 -1.57 2.80 -10.55
C 0.265 -0.306 4.919 -1.34 -2.08 1.38
C 0.184 -1.866 5.055 -1.26 0.09 -4.62
O -0.043 0.024 3.564 -2.46 0.43 2.37
H -0.665 1.389 5.640 -0.85 -1.37 1.48
H -0.548 0.057 6.869 1.99 -1.42 7.09
H -1.786 -0.143 5.714 1.26 0.85 0.30
H 1.286 0.041 5.140 -0.25 -0.14 0.15
H 0.751 -2.340 5.735 1.77 -1.05 3.41
H 0.731 -2.269 4.144 -0.81 0.43 0.47
H -0.839 -2.398 5.007 1.30 1.43 0.18
H 0.769 0.051 3.130 2.19 0.00 -1.75
C -0.516 0.168 -2.562 -0.57 -0.75 4.10
C -0.426 1.000 -1.177 1.06 0.29 -3.14
C -0.953 0.191 -0.101 3.93 -2.43 1.88
O 0.978 1.286 -0.942 -0.61 -1.34 0.77
H -0.008 0.588 -3.287 2.33 2.99 -3.58
H -1.478 -0.020 -2.911 -2.05 -0.04 -0.34
H -0.028 -0.809 -2.610 0.05 -0.17 1.35
H -0.989 1.985 -1.140 0.55 -1.04 -0.76
H -0.438 0.528 0.800 -0.12 -0.26 0.29
H -0.883 -0.926 -0.139 0.74 0.80 -0.41
H -1.911 0.290 0.081 -5.05 1.09 0.61
H 1.272 2.122 -1.292 -0.22 0.61 -0.56
C 0.246 1.566 -5.802 0.47 -3.27 -1.57
O 0.905 2.387 -6.605 5.22 3.68 -4.69
H -0.001 1.856 -4.874 0.00 2.29 3.43
H 0.854 0.679 -5.655 -0.84 -1.07 -0.16
H -0.648 1.623 -6.305 -3.19 -2.33 -0.59
H 1.278 2.003 -7.514 -1.63 0.80 3.50
C -0.709 -3.640 -3.700 -5.97 0.24 2.86
O 0.218 -4.082 -2.792 0.46 -1.14 1.01
H -0.902 -2.629 -3.436 -0.11 1.41 -0.65
H -1.893 -4.046 -3.503 3.42 0.21 -0.78
H -0.344 -3.782 -4.643 0.11 -0.29 -2.85
H 0.934 -4.012 -3.395 2.08 -0.46 0.39
C 1.540 4.976 -1.850 4.20 2.14 -0.48
O 1.675 3.657 -2.311 1.06 -0.01 -0.20
H 1.985 5.235 -0.901 -1.51 -1.31 1.67
H 0.636 5.322 -2.181 -2.45 1.26 0.23
H 2.330 5.808 -2.165 -1.10 -1.80 -1.48
H 2.199 3.670 -3.124 -0.21 -0.21 0.24
C 2.749 -1.631 1.539 -0.42 2.85 0.75
O 2.031 -0.366 1.640 1.88 -4.20 13.06
H 2.116 -2.417 1.795 -0.89 -1.43 1.26
H 3.632 -1.470 2.168 0.08 -0.86 -0.65
H 2.802 -1.724 0.497 1.55 -0.59 -1.54
H 1.928 -0.151 0.867 -2.19 4.39 -12.89
C -2.843 -1.236 2.664 -0.98 0.50 2.99
O -4.265 -1.373 2.324 -0.75 -0.53 1.38
H -2.817 -1.365 3.861 0.56 0.05 -2.68
H -2.540 -0.124 2.526 -0.15 -2.22 -0.29
H -2.223 -2.056 2.157 -0.81 1.56 0.64
H -4.860 -1.606 3.128 2.10 0.64 -2.04
```
Forces are in eV/Å.

Record 3
A 7-piece molecular cluster, C11H36O7 overall in a non-equilibrium geometry, computed with ωB97M-V with the def2-TZVPD basis set.

**Energy relative to the best compared isomer or geometry (same formula, charge and spin)**: 186.9 kcal per mole
**Max |F|**: 11.73 eV Å⁻¹
**M**: 280.402 g mol⁻¹
**SMILES**: CC(C)O.CC(C)O.CO.CO.CO.CO.CO
**E_LUMO**: 0.39 eV
**HOMO-LUMO gap**: 0.361 hartree
**Calculated total energy**: -967.0146 hartree

Structure (XYZ):
```
54
Properties=species:S:1:pos:R:3:forces:R:3
C 15.417 35.766 14.261 -0.33 -3.86 2.27
C 13.976 35.204 14.534 2.92 8.15 5.71
C 13.816 34.473 15.816 5.16 -1.59 0.57
O 13.159 36.419 14.571 -0.98 -1.33 0.49
H 15.884 36.399 15.024 -0.45 -0.02 -0.36
H 15.451 36.055 13.279 0.08 1.66 -2.28
H 15.952 34.795 14.188 0.63 0.54 0.37
H 13.836 34.592 13.841 -2.18 -4.82 -6.53
H 12.869 34.327 16.080 -4.25 -1.09 0.43
H 14.168 35.017 16.720 0.53 -0.19 -0.74
H 14.401 33.393 15.726 -1.53 2.77 0.40
H 13.300 36.981 13.803 0.53 -0.48 -0.17
C 15.076 38.479 8.849 5.51 4.05 -1.94
C 14.683 39.957 8.648 -0.48 -0.08 4.04
C 13.300 40.227 9.253 -2.82 2.56 -3.67
O 15.707 40.739 9.420 -1.26 -1.88 -0.87
H 16.283 38.463 8.647 -2.97 -0.35 -0.23
H 14.518 37.945 8.214 -1.64 -2.52 -2.55
H 15.071 38.063 9.781 -0.83 -0.36 2.87
H 14.457 40.439 7.729 1.31 -0.54 -1.80
H 13.100 39.958 10.204 -0.14 -1.27 3.31
H 12.293 39.883 8.642 2.84 0.33 1.00
H 13.118 41.359 9.240 0.40 -1.25 0.03
H 15.598 41.623 9.120 0.03 1.32 -0.19
C 11.710 32.623 9.433 -1.45 -0.54 1.24
O 12.084 33.232 10.657 2.30 -5.65 1.59
H 10.640 32.244 9.444 1.04 0.36 -0.02
H 12.350 31.790 9.148 0.27 0.41 -0.03
H 11.787 33.533 8.932 -0.10 0.47 -3.24
H 11.677 34.016 10.614 -1.96 4.84 0.56
C 11.836 38.055 5.506 4.13 -1.60 2.67
O 11.394 36.849 5.031 -4.99 7.26 -7.73
H 12.358 38.735 4.861 -0.13 0.04 -0.98
H 12.639 37.765 6.321 -1.03 0.98 -1.21
H 11.106 38.496 6.059 -2.28 1.83 1.27
H 11.706 36.231 5.478 4.30 -8.51 6.02
C 12.345 38.908 12.941 1.24 1.44 0.30
O 13.440 38.098 12.356 -3.21 -0.19 0.88
H 11.612 39.313 12.195 1.60 0.86 0.02
H 12.841 39.553 13.785 -1.30 -0.50 -2.04
H 11.611 38.378 13.429 -0.86 -2.42 1.64
H 13.980 38.827 12.186 2.28 1.20 -0.95
C 7.902 38.195 8.272 0.38 -3.19 -0.51
O 8.861 39.084 8.672 0.92 1.42 -0.30
H 8.262 37.216 8.582 0.13 -0.44 -0.49
H 7.589 38.131 7.223 0.39 0.49 -0.03
H 7.078 38.294 8.888 -2.28 0.39 0.99
H 8.305 39.839 8.814 0.53 1.31 0.34
C 11.895 36.624 9.555 -4.39 4.20 4.38
O 12.094 36.047 10.805 -0.19 -1.68 -0.32
H 10.845 36.759 9.290 -0.66 -0.96 -0.02
H 12.337 36.261 8.785 3.57 -2.61 -4.63
H 12.039 37.678 9.737 1.12 0.66 -0.88
H 12.246 36.807 11.336 0.57 0.37 1.30
```
Forces are in eV/Å.